A molecular structure, C29H49InNP2 at a distorted geometry, computed with wB97M-V/def2-TZVPD.

```
! RIJCOSX wB97M-V def2-TZVPD def2/J DEFGRID3
* xyz 1 1
H 4.3655 3.6095 4.6228
H 1.4787 -3.7325 1.9863
H 0.1549 3.0111 -4.2340
C -0.9734 -1.2140 4.1796
C -1.2506 1.2810 0.3178
H -0.6707 -0.3710 6.1580
P -0.6260 0.7482 -4.7203
C 1.1149 -1.9970 -6.9739
H 2.0799 -2.8515 3.7759
H -3.0267 0.5266 1.1809
H 0.3783 -4.9299 2.6989
H 1.0879 4.2953 0.7728
H 3.3154 0.7173 5.0311
H -0.7220 2.9458 -5.8016
H 0.0513 -2.2570 -6.9024
C -0.3560 -1.5732 -0.8004
C 3.3216 -0.5722 -6.1230
H -1.9782 -0.6490 -6.2220
H -1.9617 -2.0017 -2.0641
H -1.6314 2.9091 -4.2486
H 3.2482 -0.2026 -7.1538
H -2.1430 -3.6785 0.6975
C 0.6372 4.2527 1.7731
C -2.1093 -1.5887 3.4028
H -1.8883 1.0485 -6.8134
H -1.0607 1.9188 1.2009
C 1.6167 3.8057 2.7578
C -2.6264 -3.4097 1.6474
C -1.7246 -2.6337 2.5255
H -2.0266 0.2870 5.2228
C 0.7346 -0.8371 -0.5523
H -0.0023 -4.2299 1.1174
C -0.7133 2.5929 -4.7609
H 1.5211 -2.4555 5.4073
H -3.5515 -2.8603 1.4388
H 0.1165 2.5458 -0.6901
H -0.3730 0.7634 4.8035
C -1.5444 -1.1164 -1.5620
H 1.7026 -2.9245 -6.9887
H -3.4049 -0.0225 -1.4175
In 1.2183 0.5960 2.2933
C -2.3151 0.4612 0.3424
C 2.5070 1.4074 5.3052
H -3.2461 -1.3426 -0.2416
H -3.4361 0.0369 3.8404
H 0.2915 5.2698 1.9986
H -0.2261 3.5793 1.7807
C -0.3612 -2.9346 2.7702
H 3.7510 0.2036 -5.4774
C 3.4120 3.5286 4.1120
C 1.4919 -2.1267 4.3559
C 0.9380 0.5871 -0.9557
H 1.2346 0.6597 -2.0168
C -1.9861 0.4082 -5.9256
C 2.8912 4.3379 3.0798
P 1.6535 -1.0359 -5.4855
C 2.4522 2.5267 4.3693
C -0.9930 -0.0831 5.1434
H -4.0479 -1.5636 4.2928
H -0.8214 1.5248 -1.7779
H 1.7940 0.9857 -0.3817
H 1.5186 1.4191 -5.7159
H 1.5395 0.8912 5.3256
C 0.4181 -4.0005 2.1058
H 1.5927 -1.3062 -0.0552
H -1.2617 -0.4186 -2.3637
H -0.3759 -2.6136 -0.4621
H 1.3026 -1.4307 -7.8957
H 2.0105 -1.1527 4.3232
C -2.6993 -0.5117 -0.7190
N 1.3834 2.6871 3.5179
H -2.9188 -4.3513 2.1435
C 0.8163 0.5837 -5.8919
H 3.9614 -1.4624 -6.0872
C -3.4680 -1.0175 3.5299
H -4.0215 -1.0954 2.5837
H -2.9362 0.6270 -5.4192
H 2.7153 1.7565 6.3237
H 3.3648 5.1741 2.5881
C 0.1070 -2.0781 3.8151
H 0.4835 0.5955 -6.9473
C -0.2948 1.5275 -0.8112
*
```

E_HOMO (spin up / spin down): -8.8 / -8.9 eV
molecular weight: 588.5 u
gap between HOMO and LUMO (spin up / spin down): 0.0950 / 0.1051 Ha